No. 1
Molecular formula: C3H5N3
Method: DFT, ωB97M-V/def2-TZVPD

The geometry in XYZ format:
```
11
Properties=species:S:1:pos:R:3
H -2.192 -1.405 -0.241
H -2.558 0.227 -0.264
N -1.976 -0.493 0.141
C 1.022 1.768 -0.111
N 1.386 -1.308 0.256
N 0.159 -1.459 0.169
C -0.602 -0.232 0.068
C 0.050 0.903 -0.035
H 1.477 2.027 -1.066
H 1.443 2.225 0.783
H 1.788 -2.253 0.299
```

The highest occupied orbital energy comes out at -8.36 eV. Its net charge is 0. The energy above the lowest of the compared OMol25 structures with the same formula, charge and spin comes out at 331.39 kJ/mol. Its SMILES is [H]/N=N/C(N)=C=C. As for the lowest unoccupied orbital energy: 0.015 Eh. The value obtained for the gap between HOMO and LUMO is 8.78 eV.


No. 2
Molecular formula: C3H5N3
Method: DFT, ωB97M-V/def2-TZVPD

The geometry in XYZ format:
```
11
Properties=species:S:1:pos:R:3
N -0.394 2.632 -0.014
C 0.546 1.820 0.277
H -1.751 -0.155 -0.809
N 0.535 0.591 0.257
H 1.943 -0.491 1.135
C 1.084 -0.626 0.540
N -1.211 0.567 -0.342
H 0.546 -1.231 1.313
H -2.275 2.396 -0.713
H 1.066 -1.256 -0.382
C -1.420 1.837 -0.435
```

The highest occupied orbital energy (spin up / spin down) comes out at -23.07 / -22.76 eV. Its net charge is +2. The energy above the lowest of the compared OMol25 structures with the same formula, charge and spin comes out at 621.01 kJ/mol. As for the lowest unoccupied orbital energy (spin up / spin down): -0.545 / -0.582 Eh. The value obtained for the gap between HOMO and LUMO (spin up / spin down) is 8.24 / 6.93 eV.